No. 1
{
  "formula": "C26H22IN4S2SeW",
  "method": "ωB97M-V/def2-TZVPD",
  "e_homo_ev": -15.50,
  "total_charge": 3,
  "orbital_gap_ev": 4.13,
  "e_lumo_ev": -11.367,
  "multiplicity": 1,
  "symbols": ["W", "S", "C", "C", "C", "C", "C", "C", "N", "C", "C", "C", "C", "C", "C", "C", "C", "N", "C", "C", "C", "C", "C", "S", "C", "H", "H", "H", "H", "H", "H", "H", "H", "H", "H", "H", "H", "I", "C", "H", "H", "C", "N", "C", "C", "N", "C", "C", "Se", "H", "H", "H", "H", "H", "H", "H", "H"],
  "xyz": [[1.5203, -0.8770, 0.4494], [1.1791, -1.1179, -6.6950], [2.3269, -2.1989, -7.3235], [3.1379, -2.7183, -6.3550], [2.8102, -2.2445, -5.0732], [1.7503, -1.3629, -5.0802], [1.1427, -0.6811, -3.9545], [1.4670, -1.0500, -2.6448], [0.9482, -0.4654, -1.5413], [0.0384, 0.5470, -1.7237], [-0.3509, 0.9812, -2.9933], [-1.3097, 2.0467, -3.0868], [-1.8378, 2.6168, -1.9805], [-1.4589, 2.1714, -0.6701], [-1.9780, 2.6989, 0.5180], [-1.5779, 2.2031, 1.7575], [-0.6390, 1.1556, 1.7436], [-0.1183, 0.6424, 0.6296], [-0.5196, 1.1392, -0.5690], [-2.0870, 2.7127, 3.0159], [-2.9951, 3.7259, 3.2099], [-3.2509, 3.9866, 4.5712], [-2.5395, 3.1761, 5.4035], [-1.5879, 2.0553, 4.5423], [0.2180, 0.3558, -4.1071], [2.3481, -2.3917, -8.3848], [3.9376, -3.4136, -6.5598], [3.3597, -2.5428, -4.1909], [2.1718, -1.8483, -2.4742], [-1.6038, 2.3842, -4.0722], [-2.5600, 3.4182, -2.0674], [-2.7050, 3.4987, 0.4609], [-0.2986, 0.7218, 2.6756], [-3.4626, 4.2876, 2.4139], [-3.9246, 4.7536, 4.9225], [-2.5347, 3.1646, 6.4820], [-0.0642, 0.6894, -5.0988], [3.0813, 0.4556, 2.3576], [2.9949, 0.6117, 0.2672], [3.9424, 0.3667, -0.1981], [2.5933, 1.5832, -0.0157], [1.7289, -2.0143, 4.2908], [0.5132, -1.9691, 3.4701], [-0.6894, -2.3824, 3.9975], [-1.5758, -2.4397, 2.9803], [-0.8918, -2.0564, 1.8530], [-1.4881, -2.0820, 0.5239], [0.3892, -1.7348, 2.1494], [2.6730, -2.7367, 0.1657], [1.8094, -1.1196, 4.9066], [2.6052, -2.1428, 3.6650], [1.6673, -2.8865, 4.9373], [-0.7941, -2.6392, 5.0379], [-2.6074, -2.7478, 2.9529], [-2.3189, -1.3814, 0.4599], [-1.8316, -3.0891, 0.2932], [-0.7534, -1.8160, -0.2437]]
}

No. 2
{
  "formula": "C2H3N3S",
  "method": "ωB97M-V/def2-TZVPD",
  "e_homo_ev": -9.79,
  "de_lowest_ev": 1.559,
  "orbital_gap_ev": 10.28,
  "smiles": "[H]/N=C(\\C#N)NS",
  "e_lumo_ev": 0.496,
  "multiplicity": 1,
  "symbols": ["C", "C", "H", "H", "H", "N", "N", "N", "S"],
  "xyz": [[-0.6554, 0.5967, 0.0565], [-1.2335, -0.7407, -0.0472], [2.5307, -0.6800, 1.0027], [0.9453, 1.7053, 0.4693], [-2.3856, 1.3484, -0.5398], [0.6963, 0.7923, 0.3241], [-1.4412, 1.4930, -0.1374], [-1.9745, -1.6306, 0.1187], [1.8299, -0.3808, -0.1954]]
}

No. 3
{
  "formula": "C9H9NO4",
  "method": "ωB97M-V/def2-TZVPD",
  "e_homo_ev": [-7.95, -9.72],
  "de_lowest_ev": 8.323,
  "orbital_gap_ev": [6.07, 8.39],
  "e_lumo_ev": [-1.881, -1.335],
  "multiplicity": 1,
  "symbols": ["C", "C", "C", "C", "C", "C", "C", "C", "C", "N", "O", "O", "O", "O", "H", "H", "H", "H", "H", "H", "H", "H", "H"],
  "xyz": [[-0.1113, 2.5336, 2.3686], [-0.6573, 3.0003, 1.2066], [0.6202, 1.3278, 2.4050], [-0.5889, 2.3151, 0.0653], [0.6732, 0.5283, 1.2204], [-0.1178, 0.9366, 0.1211], [0.4223, -3.0507, -0.4700], [0.9461, -2.0328, -1.7209], [-0.0737, -0.0564, -0.9930], [-1.2302, -0.1313, -1.8546], [-1.0422, -0.6069, -2.9525], [-2.2655, 0.3707, -1.4716], [-0.9096, -2.8947, -0.3294], [0.9022, -0.8261, -1.1101], [-0.0175, 3.0565, 3.2695], [-1.1799, 3.8754, 1.2588], [0.9545, 0.9661, 3.3964], [-1.2381, 2.4833, -0.8011], [0.8769, -0.5131, 1.4569], [0.8936, -3.9446, -0.7833], [0.9927, -2.6809, 0.4153], [1.8776, -2.4345, -2.1051], [0.2727, -2.2216, -2.5922]]
}

No. 4
{
  "formula": "C32H27ILiN5O8S",
  "method": "ωB97M-V/def2-TZVPD",
  "e_homo_ev": -2.57,
  "total_charge": -2,
  "de_lowest_ev": 0.084,
  "orbital_gap_ev": 5.80,
  "e_lumo_ev": 3.230,
  "multiplicity": 1,
  "symbols": ["Li", "C", "C", "C", "C", "N", "C", "C", "C", "C", "C", "C", "N", "C", "C", "C", "C", "C", "N", "H", "H", "H", "H", "H", "H", "H", "H", "H", "H", "H", "C", "C", "C", "C", "C", "C", "C", "S", "O", "O", "N", "C", "C", "C", "O", "O", "H", "H", "H", "H", "H", "H", "H", "H", "H", "H", "H", "H", "I", "O", "C", "O", "C", "C", "C", "C", "C", "C", "N", "O", "O", "H", "H", "H", "H"],
  "xyz": [[0.4187, -2.7580, -2.1343], [0.9215, -3.1285, -6.5377], [1.5405, -1.9231, -6.8093], [2.0332, -1.1713, -5.7577], [1.8988, -1.6582, -4.4651], [1.3243, -2.8342, -4.2028], [0.8320, -3.5333, -5.2150], [2.3305, -0.8825, -3.2611], [3.0431, 0.3081, -3.2960], [3.3195, 0.9410, -2.0896], [2.8913, 0.3929, -0.8923], [2.1890, -0.8096, -0.9535], [1.9375, -1.4096, -2.1087], [1.6395, -1.5156, 0.2432], [1.9120, -1.0855, 1.5327], [1.4102, -1.8309, 2.5891], [0.6625, -2.9622, 2.3255], [0.4060, -3.2999, 1.0024], [0.8816, -2.5944, -0.0195], [0.4858, -3.7330, -7.3210], [1.6163, -1.5552, -7.8249], [2.4801, -0.2046, -5.9406], [0.3264, -4.4559, -4.9548], [3.3706, 0.7434, -4.2296], [3.8568, 1.8813, -2.0826], [3.0539, 0.9084, 0.0468], [2.4827, -0.1828, 1.7088], [1.6055, -1.5197, 3.6082], [0.2580, -3.5805, 3.1148], [-0.2002, -4.1700, 0.7657], [-2.7097, -3.5270, 3.2310], [-2.6819, -2.2518, 2.4370], [-2.3251, -1.0407, 3.0217], [-2.3250, 0.1383, 2.2911], [-2.7078, 0.1080, 0.9596], [-3.0452, -1.0949, 0.3469], [-3.0218, -2.2670, 1.0839], [-2.7419, 1.6142, 0.0295], [-3.8176, 1.4879, -0.9168], [-2.7472, 2.7095, 0.9684], [-1.3341, 1.7203, -0.7806], [-0.8788, 0.5657, -1.5813], [-1.6428, 0.3453, -2.8752], [-1.2837, -0.9892, -3.5482], [-1.2318, -1.0260, -4.7851], [-1.0733, -1.9638, -2.7556], [-2.1992, -3.4065, 4.1883], [-2.2566, -4.3528, 2.6760], [-3.7406, -3.8258, 3.4376], [-2.0350, -1.0203, 4.0667], [-2.0432, 1.0801, 2.7428], [-3.3148, -1.1128, -0.7010], [-3.2489, -3.2136, 0.6062], [-0.6001, 1.9952, -0.1156], [-0.8947, -0.3533, -0.9901], [0.1677, 0.7841, -1.8008], [-1.4788, 1.1634, -3.5761], [-2.7160, 0.3143, -2.6713], [-1.7378, -6.6815, 0.8028], [2.8438, 2.0538, 1.9779], [1.6629, 2.4187, 1.7904], [0.8593, 1.9968, 0.9325], [1.1309, 3.5053, 2.7359], [1.9667, 4.0402, 3.7117], [1.5129, 5.0251, 4.5708], [0.2038, 5.4624, 4.4353], [-0.6547, 4.9440, 3.4788], [-0.1805, 3.9584, 2.6272], [-0.2847, 6.5113, 5.3388], [0.4900, 6.9689, 6.1627], [-1.4392, 6.8790, 5.2264], [2.9769, 3.6591, 3.7734], [2.1444, 5.4548, 5.3339], [-1.6684, 5.3085, 3.4050], [-0.8262, 3.5377, 1.8668]]
}

No. 5
{
  "formula": "C41H56KN5P2",
  "method": "ωB97M-V/def2-TZVPD",
  "e_homo_ev": -1.43,
  "total_charge": -2,
  "de_lowest_ev": 0.159,
  "orbital_gap_ev": 5.59,
  "e_lumo_ev": 4.160,
  "multiplicity": 1,
  "symbols": ["K", "C", "C", "C", "P", "C", "C", "C", "C", "C", "C", "C", "C", "C", "N", "C", "C", "C", "C", "C", "C", "P", "C", "C", "C", "C", "C", "C", "H", "H", "H", "H", "H", "H", "H", "H", "H", "H", "H", "H", "H", "H", "H", "H", "H", "H", "H", "H", "H", "H", "H", "H", "H", "H", "H", "H", "H", "H", "H", "H", "H", "H", "H", "H", "C", "N", "C", "C", "C", "C", "C", "C", "C", "N", "C", "C", "C", "C", "C", "C", "N", "C", "C", "H", "H", "H", "H", "H", "H", "H", "H", "H", "H", "H", "H", "H", "H", "H", "H", "H", "H", "H", "H", "N", "C"],
  "xyz": [[-0.6234, -0.7866, -0.6109], [-3.0972, 1.0329, 3.0694], [-2.2405, 2.2898, 2.9132], [-2.2693, 3.1351, 4.1898], [-0.6179, 1.8889, 2.0520], [0.3474, 3.4593, 2.3553], [1.8002, 3.2714, 1.9236], [-0.2761, 4.6227, 1.5787], [0.2842, 0.6941, 3.1096], [-0.0439, 0.4171, 4.4377], [0.5855, -0.5759, 5.1730], [1.5647, -1.3445, 4.5465], [1.9234, -1.0785, 3.2424], [1.3448, -0.0219, 2.4974], [1.7348, 0.2478, 1.2082], [3.0518, 0.3893, 0.9484], [3.9940, 0.7503, 1.9685], [5.3379, 0.9098, 1.7342], [5.8679, 0.7203, 0.4586], [4.9808, 0.4048, -0.5584], [3.6030, 0.2685, -0.3764], [2.4879, -0.2055, -1.7484], [3.0510, 0.6409, -3.3314], [4.5129, 0.9767, -3.6332], [2.2233, 1.9149, -3.5220], [2.9234, -1.9922, -2.0575], [4.2916, -2.3289, -2.6397], [2.7059, -2.7570, -0.7528], [-4.1453, 1.3088, 3.2207], [-2.7785, 0.4385, 3.9273], [-3.0332, 0.4060, 2.1766], [-2.7253, 2.8808, 2.1253], [-1.8492, 2.6129, 5.0501], [-3.3091, 3.3756, 4.4370], [-1.7314, 4.0773, 4.0872], [0.3312, 3.6874, 3.4271], [1.8600, 2.9505, 0.8806], [2.3052, 2.5090, 2.5175], [2.3530, 4.2114, 2.0294], [-0.2042, 4.4471, 0.5033], [0.2612, 5.5518, 1.7966], [-1.3297, 4.7798, 1.8106], [-0.8233, 0.9912, 4.9163], [0.2963, -0.7657, 6.1997], [2.0451, -2.1595, 5.0783], [2.6896, -1.6715, 2.7558], [3.6235, 0.9056, 2.9736], [5.9853, 1.1876, 2.5611], [6.9283, 0.8196, 0.2614], [5.3872, 0.2459, -1.5452], [2.7091, -0.0886, -4.0773], [4.8800, 1.7518, -2.9578], [4.5855, 1.3685, -4.6539], [5.1801, 0.1196, -3.5613], [2.4153, 2.6254, -2.7122], [1.1560, 1.7030, -3.5316], [2.4846, 2.4061, -4.4654], [2.1463, -2.3173, -2.7574], [5.0996, -2.0019, -1.9801], [4.4402, -1.8838, -3.6245], [4.3796, -3.4141, -2.7575], [3.4550, -2.4735, -0.0073], [2.7769, -3.8332, -0.9317], [1.7203, -2.5588, -0.3319], [-0.6969, 2.4956, -1.4012], [-1.7501, 1.5129, -1.5573], [-1.8727, 1.0537, -2.9284], [-3.0062, 1.8323, -0.9332], [-3.5671, 3.0842, -1.1304], [-4.7910, 3.4493, -0.5783], [-5.4683, 2.5009, 0.1794], [-4.9329, 1.2426, 0.3859], [-3.6691, 0.8522, -0.1282], [-3.0519, -0.3152, 0.1779], [-3.6976, -1.4858, 0.3990], [-4.9843, -1.8025, -0.1132], [-5.5696, -3.0426, 0.0476], [-4.9160, -4.0595, 0.7341], [-3.6505, -3.7859, 1.2375], [-3.0371, -2.5526, 1.0887], [-1.7230, -2.3457, 1.6556], [-1.7385, -2.3421, 3.1072], [-0.6975, -3.2550, 1.1670], [-0.7482, 3.3192, -2.1376], [0.2768, 2.0111, -1.5060], [-0.7492, 2.9028, -0.3967], [-2.1355, 1.8739, -3.6207], [-2.6417, 0.2836, -2.9962], [-0.9318, 0.6072, -3.2633], [-3.0197, 3.7959, -1.7415], [-5.2023, 4.4382, -0.7412], [-6.4249, 2.7478, 0.6304], [-5.4609, 0.5391, 1.0181], [-5.5041, -1.0451, -0.6861], [-6.5480, -3.2227, -0.3875], [-5.3654, -5.0373, 0.8568], [-3.1086, -4.5629, 1.7683], [-1.9312, -3.3484, 3.5238], [-2.5180, -1.6736, 3.4668], [-0.7766, -1.9930, 3.4854], [-0.8413, -4.2969, 1.5033], [0.2744, -2.9190, 1.5409], [-0.6740, -3.2738, 0.0757], [-0.3560, -3.2824, -3.8230], [-0.4454, -2.7065, -2.8121]]
}

No. 6
{
  "formula": "H10O5",
  "method": "ωB97M-V/def2-TZVPD",
  "e_homo_ev": -10.75,
  "de_lowest_ev": 1.874,
  "orbital_gap_ev": 11.08,
  "smiles": "O.O.O.O.O",
  "e_lumo_ev": 0.329,
  "multiplicity": 1,
  "symbols": ["O", "H", "H", "O", "H", "H", "O", "H", "H", "O", "H", "H", "O", "H", "H"],
  "xyz": [[14.6320, 34.7660, 29.8490], [15.0990, 35.4080, 30.3720], [15.3430, 34.6870, 29.3150], [17.3190, 34.2110, 28.6650], [17.9730, 33.5210, 28.9120], [16.9950, 34.1470, 27.7720], [19.0900, 32.3300, 29.4930], [19.5750, 31.9840, 28.8080], [18.7010, 31.8500, 30.1840], [18.3040, 37.1600, 28.5840], [18.2220, 36.1800, 28.5860], [18.6220, 37.3510, 27.7160], [15.9610, 34.2890, 26.1360], [15.5060, 33.4470, 25.6020], [15.3870, 34.9510, 25.9010]]
}

| no. | E_tot (Eh) |
| --- | --- |
| 1 | -4784.66003 |
| 2 | -640.40244 |
| 3 | -703.77303 |
| 4 | -2814.97990 |
| 5 | -3152.37736 |
| 6 | -382.15529 |